[1]
{
  "formula": "H22O11",
  "method": "the ωB97M-V functional and the def2-TZVPD basis",
  "smiles": "O.O.O.O.O.O.O.O.O.O.O",
  "charge": 0,
  "gap_ha": 0.3622,
  "homo_ev": -10.04,
  "symbols": ["O", "H", "H", "O", "H", "H", "O", "H", "H", "O", "H", "H", "O", "H", "H", "O", "H", "H", "O", "H", "H", "O", "H", "H", "O", "H", "H", "O", "H", "H", "O", "H", "H"],
  "xyz": [[2.28470, 2.98427, -1.75348], [2.42970, 3.88427, -1.47648], [1.50970, 2.79827, -1.24348], [2.61470, -0.99473, 0.36452], [3.40270, -1.11473, 0.92552], [3.01270, -0.56673, -0.41048], [-2.67230, 1.87327, 0.70552], [-3.51030, 2.32327, 0.59352], [-2.15030, 2.17127, -0.06548], [-0.00930, 0.21327, 0.86152], [0.14970, 1.04027, 0.34352], [0.71170, -0.21473, 0.50852], [-0.86930, 0.16627, 3.82352], [-0.69930, 0.45027, 4.72952], [-0.15330, 0.18727, 3.13652], [0.03370, -3.35373, -1.38248], [-0.01730, -2.83573, -0.58848], [-0.26030, -4.22373, -1.19948], [-1.72530, 0.49727, -2.08748], [-1.87530, -0.12473, -1.39548], [-0.79730, 0.46027, -2.16048], [-0.07530, 2.60427, -0.57548], [-0.07630, 3.38527, -0.00448], [-0.29230, 2.88727, -1.42248], [1.02870, -0.12173, -2.15148], [1.84270, 0.24627, -1.81148], [1.28270, -1.03273, -2.25548], [-2.21230, -1.13673, -0.05748], [-1.47830, -0.57573, 0.21252], [-2.43330, -1.68973, 0.67252], [0.02670, -3.31273, 1.45552], [0.45270, -4.16573, 1.69052], [0.52470, -2.70873, 2.01852]],
  "mulliken_charge": [-0.634, 0.305, 0.461, -0.558, 0.278, 0.263, -0.555, 0.280, 0.325, -0.330, 0.133, 0.313, -0.618, 0.277, 0.304, -0.622, 0.411, 0.248, -0.648, 0.559, 0.274, -0.792, 0.280, 0.309, -0.574, 0.165, 0.339, -0.697, 0.169, 0.352, -0.594, 0.291, 0.285]
}

[2]
{
  "formula": "C58H46BrN9O9PSTl",
  "method": "the ωB97M-V functional and the def2-TZVPD basis",
  "charge": 0,
  "gap_ha": 0.2347,
  "homo_ev": -7.14,
  "symbols": ["Tl", "C", "O", "C", "C", "C", "Br", "C", "C", "C", "O", "C", "N", "C", "C", "C", "C", "C", "C", "N", "H", "H", "H", "H", "H", "H", "H", "H", "H", "H", "H", "O", "C", "C", "C", "C", "C", "C", "C", "N", "C", "C", "N", "H", "H", "H", "H", "H", "H", "H", "O", "C", "C", "C", "C", "C", "C", "C", "P", "C", "C", "C", "C", "C", "C", "C", "C", "C", "C", "C", "C", "H", "H", "H", "H", "H", "H", "H", "H", "H", "H", "H", "H", "H", "H", "O", "S", "O", "O", "C", "N", "C", "C", "C", "N", "C", "C", "C", "N", "C", "C", "H", "H", "H", "H", "H", "H", "O", "C", "N", "C", "O", "C", "C", "C", "C", "N", "C", "H", "H", "H", "H", "H", "H", "H", "H"],
  "xyz": [[0.51123, -0.41387, 0.27094], [3.10162, -2.77822, 1.39097], [2.52011, -2.71003, 0.09602], [2.37399, -3.75526, -0.72547], [3.08025, -4.93863, -0.70257], [2.80384, -5.88953, -1.69040], [3.76500, -7.51987, -1.67831], [1.85684, -5.66884, -2.66058], [1.11826, -4.47340, -2.65322], [1.37592, -3.52829, -1.67891], [0.68413, -2.37510, -1.54237], [0.03076, -4.20534, -3.59105], [-0.69314, -3.11207, -3.54206], [-1.61935, -3.22635, -4.57352], [-2.62481, -2.35095, -4.97684], [-3.40708, -2.72846, -6.05020], [-3.19934, -3.95036, -6.71431], [-2.20461, -4.82589, -6.32452], [-1.42340, -4.43489, -5.24240], [-0.35939, -5.03972, -4.59163], [4.19138, -2.84035, 1.33119], [2.70001, -3.63409, 1.94250], [3.00034, -0.71487, 1.24756], [3.84128, -5.12212, 0.04267], [1.67462, -6.43113, -3.40618], [0.03538, -2.30507, -2.29631], [-2.77574, -1.40987, -4.46145], [-4.19821, -2.07349, -6.39114], [-3.83355, -4.20990, -7.55169], [-2.04726, -5.76623, -6.83851], [0.03963, -5.93359, -4.81324], [2.21751, 0.33044, -0.75010], [2.40677, 0.91077, -1.92421], [3.73435, 1.23878, -2.26343], [4.05010, 1.85762, -3.45139], [3.05031, 2.18248, -4.37251], [1.74796, 1.87139, -4.06045], [1.40168, 1.24822, -2.85071], [-0.00822, 0.98040, -2.58594], [-0.52653, 0.01202, -1.83631], [-1.90790, 0.11881, -1.94052], [-2.21952, 1.15377, -2.75246], [-1.01159, 1.68947, -3.14588], [4.50495, 0.97240, -1.54893], [5.08555, 2.08583, -3.67437], [3.29098, 2.65992, -5.31212], [0.97061, 2.09196, -4.78444], [-2.56928, -0.55714, -1.42185], [-3.16294, 1.55975, -3.07493], [-0.89050, 2.51800, -3.70648], [1.20070, -1.44493, 1.99956], [2.61916, -1.46398, 1.95802], [3.16217, -0.99934, 3.28875], [3.95416, -1.74977, 4.14428], [4.39911, -1.19967, 5.34278], [4.05616, 0.09862, 5.68629], [3.25934, 0.85552, 4.83521], [2.80498, 0.31010, 3.64299], [1.66546, 1.23762, 2.53813], [0.26606, 1.55517, 3.67456], [-0.04368, 0.59136, 4.64106], [-1.16341, 0.73314, 5.44970], [-1.99213, 1.83911, 5.30718], [-1.69811, 2.79682, 4.34672], [-0.58218, 2.65397, 3.53283], [2.47733, 2.85286, 2.28592], [2.34567, 3.96665, 3.11772], [2.94975, 5.17040, 2.78070], [3.69970, 5.27288, 1.61676], [3.86135, 4.16315, 0.79822], [3.24849, 2.96159, 1.12679], [4.23767, -2.76266, 3.87859], [5.01921, -1.78785, 6.00817], [4.40212, 0.52142, 6.62094], [2.98821, 1.86919, 5.10895], [0.59507, -0.27782, 4.75211], [-1.38131, -0.01553, 6.20234], [-2.85847, 1.95711, 5.94580], [-2.33816, 3.66287, 4.22556], [-0.37891, 3.40712, 2.78218], [1.77440, 3.90025, 4.03532], [2.82648, 6.03287, 3.42390], [4.14593, 6.22068, 1.34346], [4.44600, 4.23704, -0.11032], [3.33684, 2.10817, 0.46355], [-2.01164, 9.43525, -1.66919], [-2.22576, 8.16522, -2.32984], [-1.01820, 7.43595, -2.66580], [-3.25115, 8.15445, -3.35499], [-2.98597, 7.15646, -1.02055], [-4.06993, 7.63728, -0.38774], [-4.59036, 6.87714, 0.56117], [-4.07727, 5.63270, 0.90875], [-2.97644, 5.22239, 0.18651], [-2.43301, 5.96868, -0.76581], [-2.28854, 3.91548, 0.37904], [-0.96250, 3.80595, -0.03323], [-0.32820, 2.59129, 0.08648], [-0.94658, 1.49578, 0.55469], [-2.21241, 1.60103, 0.96216], [-2.91184, 2.79036, 0.90363], [-5.46332, 7.27352, 1.07115], [-4.51295, 5.04285, 1.70552], [-0.46840, 4.66927, -0.46309], [0.70794, 2.47280, -0.22206], [-2.68735, 0.69530, 1.31832], [-3.94839, 2.81838, 1.21486], [-0.74036, -5.73046, -0.62644], [-1.50493, -6.11060, 0.50768], [-2.88747, -5.91045, 0.21141], [-3.54371, -4.71337, 0.27666], [-4.65721, -4.55372, -0.17163], [-2.84252, -3.58842, 0.99412], [-3.13608, -3.33199, 2.32456], [-2.54127, -2.25356, 2.95413], [-1.68097, -1.45791, 2.22591], [-1.41476, -1.68681, 0.93295], [-1.96968, -2.74410, 0.32846], [0.20012, -5.82513, -0.43001], [-1.23280, -5.51172, 1.37772], [-1.35580, -7.16436, 0.74428], [-3.34643, -6.59468, -0.37212], [-3.82765, -3.97328, 2.85821], [-2.73967, -2.02510, 3.99267], [-1.19121, -0.60561, 2.68165], [-1.71344, -2.90951, -0.71288]],
  "mulliken_charge": [2.910, -1.402, 0.009, 0.523, -1.087, -0.250, -0.206, -1.074, 1.582, -0.686, 0.841, -0.296, -0.026, 0.324, -0.443, -0.733, -0.402, -1.281, 0.424, -0.024, 0.452, 0.671, -0.077, 0.607, 0.458, 0.093, 0.391, 0.442, 0.390, 0.406, 0.213, -0.212, -0.231, -1.036, -0.673, -1.150, -0.508, 0.624, -0.149, 0.666, -0.252, -1.496, 0.133, 0.494, 0.436, 0.437, 0.442, 0.449, 0.493, 0.305, -0.743, 1.389, -0.530, -0.326, -0.854, -0.903, -0.232, -0.414, 2.690, 0.352, -1.147, -0.597, -0.928, -1.025, -0.725, 0.953, -0.312, -0.800, -0.763, -0.591, -0.668, 0.500, 0.420, 0.432, 0.432, 0.265, 0.523, 0.418, 0.525, 0.847, 0.405, 0.432, 0.405, 0.493, -0.151, -0.681, 1.201, -0.655, -0.684, -0.006, -0.493, -0.373, -0.688, -0.209, -0.295, 1.374, -1.171, 0.051, 1.815, -0.774, -1.218, 0.413, 0.392, 0.822, -0.298, 0.202, 0.478, -0.295, -0.531, -0.128, -0.254, -0.630, 0.094, -0.522, -1.320, -0.484, 0.526, -0.472, 0.170, 0.357, 0.410, 0.277, 0.497, 0.652, 0.562, 0.595]
}

[3]
{
  "formula": "C4H7NO",
  "method": "the ωB97M-V functional and the def2-TZVPD basis",
  "charge": 0,
  "gap_ha": [0.2872, 0.3025],
  "homo_ev": [-8.74, -8.90],
  "symbols": ["C", "C", "N", "C", "C", "O", "H", "H", "H", "H", "H", "H", "H"],
  "xyz": [[-2.02266, 0.07878, 0.17276], [-0.55557, -0.20224, 0.23682], [1.49435, -0.90074, -0.82743], [1.90355, 0.11554, 0.00464], [0.37807, 0.69321, -0.32208], [0.22599, 1.64052, -1.06211], [-2.61069, -0.84547, 0.20249], [-2.26543, 0.64491, -0.73036], [-2.34746, 0.68197, 1.03369], [-0.20573, -0.91637, 0.97443], [1.30328, -1.74999, -0.29139], [2.57162, 0.85016, -0.44738], [2.13065, -0.09029, 1.05593]],
  "mulliken_charge": [-1.169, -0.217, -0.530, -0.418, 0.855, -0.612, 0.339, 0.305, 0.292, 0.297, 0.267, 0.316, 0.274]
}